Entry 1:
{
  "formula": "C28H34N10O8P",
  "method": "ωB97M-V with the def2-TZVPD basis set",
  "e_homo_ev": -11.291,
  "total_energy_ev": -70131.8533,
  "orbital_gap_ev": 7.53,
  "spin_multiplicity": 1,
  "charge": 1,
  "elements": ["H", "H", "P", "N", "H", "C", "N", "C", "O", "O", "C", "H", "C", "H", "H", "N", "H", "O", "H", "H", "H", "O", "H", "C", "C", "N", "H", "H", "H", "N", "C", "H", "C", "C", "H", "C", "N", "H", "C", "H", "C", "N", "C", "C", "C", "C", "O", "H", "H", "C", "H", "H", "H", "N", "H", "C", "H", "H", "H", "H", "H", "H", "C", "H", "C", "O", "C", "O", "C", "N", "C", "N", "H", "C", "C", "C", "H", "C", "H", "O", "C"],
  "xyz": [[-2.14, 6.18, -1.49], [-2.46, -3.47, 1.17], [-4.42, -0.23, 1.28], [-1.62, -0.13, 1.99], [6.22, 1.18, 3.35], [-2.85, 2.77, -8.46], [2.96, 2.05, 3.21], [6.57, 1.38, 2.34], [8.33, 1.94, 4.37], [-1.39, -6.70, 3.18], [7.42, 1.88, -0.28], [2.24, 4.08, 5.05], [-1.99, 3.68, -2.12], [5.51, 1.09, -0.88], [-2.82, -5.56, -2.56], [1.51, 3.35, 4.86], [-1.81, 2.96, -6.58], [-1.07, 1.16, -5.08], [0.72, -1.93, 5.53], [2.21, 1.11, 6.21], [0.89, 3.65, 4.06], [9.84, 2.71, 2.98], [-5.08, 1.94, 1.28], [-2.15, 2.07, -2.43], [-2.66, 0.00, -8.08], [-1.50, 0.35, -5.92], [0.15, 1.04, 4.11], [-4.42, 0.43, 3.47], [-2.22, -7.70, -1.44], [-2.67, 0.17, 1.09], [8.27, 2.18, 0.79], [-2.81, 1.98, -3.41], [-2.22, 2.27, -7.31], [-2.20, 0.92, -0.15], [0.66, 0.49, 1.72], [6.16, 1.33, -0.04], [-2.87, 1.36, -1.26], [-2.92, 3.84, -8.61], [-2.61, -5.58, -1.49], [2.89, 3.04, 2.83], [-2.68, -4.39, -0.75], [8.73, 2.21, 3.23], [5.73, 1.08, 1.26], [-0.30, -1.77, 3.46], [-1.99, -6.80, 0.50], [-2.05, -5.61, 1.24], [-5.42, 1.14, 0.76], [-3.70, -0.16, -9.96], [-1.12, 1.59, -2.69], [-2.40, -4.40, 0.62], [-3.88, 2.29, -10.29], [-1.98, -0.26, 4.23], [0.29, -1.93, 2.46], [-1.73, -5.62, 2.67], [1.85, -1.39, 4.11], [-2.03, 5.06, -1.85], [-0.63, -2.86, 3.82], [-2.95, -3.46, -1.25], [-1.72, -7.74, 0.98], [-2.59, -1.08, -7.96], [9.25, 2.60, 0.59], [0.09, 0.46, 5.98], [0.76, -1.22, 4.58], [-3.90, 1.21, -1.37], [2.22, 2.11, 4.38], [-1.42, -0.89, -5.80], [7.84, 1.92, 2.10], [-4.84, -0.37, 3.00], [-3.29, 0.51, -9.22], [2.08, 0.85, 5.21], [-2.13, 0.88, -7.13], [-0.71, 1.16, -0.04], [4.74, 0.66, 1.44], [0.65, 0.37, 4.93], [-1.68, -0.90, 3.30], [-2.27, -6.78, -0.86], [-2.56, -1.70, 3.17], [-0.43, 0.50, 1.29], [7.75, 2.07, -1.30], [-1.82, -4.55, 3.29], [-3.38, 1.89, -9.40]],
  "lowdin_charge": [0.066, 0.095, 0.990, -0.095, 0.115, -0.060, 0.105, -0.005, 0.060, 0.090, -0.069, 0.091, -0.067, 0.104, 0.112, 0.033, 0.118, 0.021, 0.131, 0.116, 0.081, 0.065, 0.082, -0.158, 0.003, -0.314, 0.099, 0.081, 0.115, -0.201, 0.000, 0.139, -0.002, -0.215, 0.148, -0.079, 0.040, 0.112, -0.063, 0.058, -0.069, -0.326, -0.084, -0.174, 0.011, -0.137, -0.323, 0.113, 0.122, -0.009, 0.113, 0.139, 0.121, -0.308, 0.127, 0.065, 0.104, 0.103, 0.125, 0.121, 0.120, 0.139, -0.176, 0.143, -0.411, 0.071, -0.142, -0.322, -0.058, -0.037, -0.146, 0.126, 0.086, -0.224, -0.128, -0.054, 0.128, 0.047, 0.109, 0.016, -0.062]
}

---

Entry 2:
{
  "formula": "C28H34N4O2",
  "method": "ωB97M-V with the def2-TZVPD basis set",
  "smiles": "Cc1ccc(C)c(N2CCN(CCCNC(=O)Cn3cccc3C(=O)c3ccccc3)CC2)c1",
  "de_lowest_kj_mol": 90.5,
  "e_homo_ev": -7.652,
  "total_energy_ev": -39644.0408,
  "orbital_gap_ev": 8.01,
  "spin_multiplicity": 1,
  "elements": ["H", "H", "H", "C", "H", "H", "N", "O", "H", "C", "C", "H", "C", "C", "H", "C", "H", "H", "C", "C", "N", "C", "H", "H", "H", "O", "H", "C", "H", "H", "C", "C", "H", "H", "H", "N", "H", "H", "C", "C", "H", "H", "H", "C", "H", "C", "C", "C", "H", "C", "N", "H", "H", "H", "H", "C", "C", "C", "H", "C", "C", "C", "H", "H", "C", "C", "H", "C"],
  "xyz": [[1.82, 4.69, -1.42], [-0.96, 1.00, 1.71], [1.76, 1.06, 1.05], [-6.98, -0.55, 0.97], [-1.76, 4.39, -0.56], [-0.20, -0.11, -0.39], [-1.37, 2.34, -0.56], [3.41, 3.70, 0.11], [5.99, -1.11, 0.20], [4.21, -4.98, -0.86], [2.54, 1.78, 1.29], [3.06, -4.71, -2.64], [-5.66, -1.19, 0.68], [4.29, -3.10, 0.64], [-2.61, 1.16, -1.80], [2.45, 3.01, 0.36], [-0.35, 4.85, -2.61], [0.53, 5.20, -0.31], [-1.85, -3.07, -0.02], [-3.24, -0.99, 0.44], [-2.06, -0.24, 0.51], [4.08, -0.09, 0.59], [7.07, 1.06, 1.31], [-4.57, 0.61, 0.97], [5.01, 2.69, 1.95], [1.90, -0.65, -0.12], [0.19, 3.17, -2.57], [-1.25, -0.11, -0.68], [-2.30, 3.56, -2.03], [-0.90, 1.28, -2.29], [-4.34, -3.10, 0.10], [3.41, -4.26, -1.72], [0.42, 2.60, 0.05], [4.61, -2.66, 1.57], [-7.38, -0.09, 0.06], [1.21, 3.24, -0.09], [-2.12, 3.09, 1.24], [-7.70, -1.28, 1.31], [-5.57, -2.53, 0.35], [-3.17, -2.37, 0.16], [-1.60, -3.18, -1.07], [-6.89, 0.23, 1.72], [5.25, -4.98, 1.02], [5.46, -0.27, 0.59], [-4.28, -4.16, -0.12], [4.64, -4.41, 0.33], [0.89, 4.37, -0.93], [-1.49, 3.60, -1.28], [-1.91, -4.07, 0.41], [3.50, -2.37, -0.24], [3.82, 1.14, 1.15], [2.42, 2.13, 2.32], [-3.33, 2.26, 0.24], [2.41, -2.39, -2.08], [-2.66, 0.84, 2.18], [3.06, -0.98, 0.07], [4.99, 1.72, 1.49], [-4.49, -0.44, 0.72], [4.49, -6.00, -1.10], [-2.28, 2.24, 0.57], [-1.57, 1.19, -1.43], [-1.99, 0.94, 1.33], [-6.47, -3.14, 0.30], [-1.05, -2.53, 0.47], [3.05, -2.96, -1.41], [-0.17, 4.00, -1.96], [-1.43, -0.94, -1.35], [6.03, 0.87, 1.16]],
  "nbo_charge": [0.231, 0.193, 0.260, -0.624, 0.197, 0.235, -0.478, -0.637, 0.230, -0.196, -0.310, 0.214, -0.025, -0.181, 0.170, 0.673, 0.218, 0.181, -0.639, 0.168, -0.459, -0.035, 0.226, 0.192, 0.229, -0.612, 0.207, -0.225, 0.182, 0.207, -0.177, -0.233, 0.437, 0.224, 0.217, -0.641, 0.203, 0.215, -0.240, -0.051, 0.212, 0.212, 0.215, -0.206, 0.204, -0.218, -0.220, -0.214, 0.217, -0.151, -0.294, 0.217, 0.169, 0.215, 0.216, 0.535, 0.028, -0.219, 0.214, -0.233, -0.240, -0.215, 0.206, 0.233, -0.112, -0.410, 0.213, -0.320]
}